2 unconnected molecules or ions with the total composition C6H4Br2. Source: the Open Molecules 2025 dataset; level of theory: wB97M-V/def2-TZVPD.

Output
**Orbital gap (alpha / beta)**: 7.3 / 7.3 eV
**Energy above the lowest of the compared OMol25 structures with the same formula, charge and spin**: 98.7 kcal per mole
**HOMO energy (alpha / beta)**: -0.2942 / -0.2947 Ha
**Largest force on an atom**: 4.41 eV/Å
**E_LUMO (alpha / beta)**: -0.718 / -0.680 eV

Structure (ORCA input):
```
! RIJCOSX wB97M-V def2-TZVPD def2/J DEFGRID3
* xyz 0 1
C 1.1739 -0.9682 1.8614
C 0.0638 0.2692 -2.4858
C 0.8815 0.1447 1.5560
C -0.6320 -0.3682 -1.6927
C 0.2280 1.1919 0.9033
C -1.3545 -0.6549 -0.5251
Br 1.0955 2.1443 -0.4278
Br -0.9032 -2.1932 0.4027
H 1.5935 -1.9302 2.2239
H 0.7682 0.8534 -3.0154
H -0.7084 1.6917 1.3625
H -2.2064 -0.1806 -0.1630
*
```



2 unconnected molecules or ions with the total composition C6H4BrClF2. Source: the Open Molecules 2025 dataset; level of theory: wB97M-V/def2-TZVPD.

Output
**Orbital gap**: 9.2 eV
**Energy above the lowest of the compared OMol25 structures with the same formula, charge and spin**: 0.0 kcal per mole
**HOMO energy**: -0.3241 Ha
**Largest force on an atom**: 7.10 eV/Å
**E_LUMO**: 0.364 eV

Structure (ORCA input):
```
! RIJCOSX wB97M-V def2-TZVPD def2/J DEFGRID3
* xyz 0 1
F 0.3795 -3.2967 -0.1344
C 0.2155 -2.0746 0.2809
C -0.1607 -1.6801 1.4651
C -0.1661 -0.2588 1.7347
C 0.2834 0.7171 0.8499
C 0.8524 0.4326 -0.4358
F 1.2487 1.5117 -1.1850
C 0.8256 -0.8213 -0.9589
Cl 1.4365 -1.3776 -2.4203
H -0.5958 -2.4794 2.1369
H -0.2587 0.0285 2.7837
H 0.3011 1.8201 0.9470
Br -1.9904 3.1024 -2.6355
H -2.3710 4.3761 -2.4284
*
```



A single C6H4Cl4S2 molecule. Source: the Open Molecules 2025 dataset; level of theory: wB97M-V/def2-TZVPD.

Output
**Orbital gap**: 8.1 eV
**Energy above the lowest of the compared OMol25 structures with the same formula, charge and spin**: 27.5 kcal per mole
**HOMO energy**: -0.3153 Ha
**Largest force on an atom**: 3.72 eV/Å
**E_LUMO**: -0.457 eV

Structure (ORCA input):
```
! RIJCOSX wB97M-V def2-TZVPD def2/J DEFGRID3
* xyz 0 1
S -1.1269 0.2617 -2.1732
C 0.0842 -0.4138 -1.2032
C 1.2360 0.5174 -0.8440
Cl 2.3217 0.9021 -2.1871
C 1.2371 1.2986 0.2387
Cl 2.3346 2.5073 0.4249
C 0.2899 1.2924 1.3656
C -0.6055 0.3256 1.6198
Cl -1.7099 0.3969 2.9069
C -0.7692 -0.8299 0.6946
S 0.1478 -2.2480 1.1602
Cl -2.4532 -1.1034 0.3014
H -1.9505 -0.8486 -2.7580
H 0.3774 -1.4411 -1.5008
H 0.4922 2.0736 2.0465
H 0.0943 -2.6909 -0.0923
*
```